[1]
ORCA calculation (wB97M-V/def2-TZVPD) on a 12-piece molecular cluster, C48H132N12O12 overall.

Last column: Mulliken charge in e.
Element x y z (Å)
C 6.110 -4.541 -1.953  -0.906
O 4.860 -3.775 -1.688  -0.394
C 4.933 -2.960 -0.510  -1.385
C 3.499 -2.537 -0.216  2.415
C 2.782 -1.822 -1.367  -1.844
N 3.410 -1.729 1.001  0.045
H 6.182 -5.451 -1.357  0.307
H 7.050 -3.990 -1.925  0.315
H 6.029 -4.978 -2.948  0.281
H 5.360 -3.512 0.326  0.271
H 5.592 -2.106 -0.670  0.514
H 2.960 -3.443 0.063  -0.553
H 2.542 -2.416 -2.250  0.819
H 3.424 -1.109 -1.885  0.350
H 1.881 -1.299 -1.050  0.227
H 2.491 -1.312 1.044  -0.387
H 3.375 -2.256 1.863  -0.088
C 0.291 -2.746 1.692  -0.585
O 0.514 -1.412 1.137  0.865
C -0.664 -0.591 1.198  -2.233
C -0.355 0.875 0.688  1.847
C -1.626 1.752 0.582  -0.499
N 0.289 0.930 -0.600  2.240
H 0.011 -2.611 2.737  0.386
H 1.185 -3.361 1.784  -0.336
H -0.481 -3.328 1.189  0.298
H -1.400 -1.043 0.533  -0.135
H -1.063 -0.593 2.212  0.681
H 0.263 1.238 1.509  -0.401
H -2.100 1.915 1.549  0.554
H -2.365 1.300 -0.079  -0.455
H -1.320 2.697 0.135  -0.034
H 1.240 0.612 -0.482  -1.126
H -0.232 0.187 -1.043  -1.415
C -1.019 7.693 -1.282  -0.618
O 0.247 7.133 -1.785  -0.460
C 0.109 5.919 -2.553  -1.349
C -0.087 4.700 -1.657  2.052
C 0.993 4.582 -0.568  -1.022
N -0.097 3.433 -2.462  0.153
H -1.702 7.866 -2.113  0.226
H -0.855 8.609 -0.714  0.372
H -1.611 7.085 -0.599  0.248
H -0.781 5.990 -3.180  0.360
H 0.922 5.807 -3.270  0.468
H -1.102 4.719 -1.259  -0.786
H 1.959 4.960 -0.901  0.345
H 1.052 3.592 -0.115  -0.175
H 0.822 5.228 0.293  0.552
H 0.829 3.267 -2.830  0.336
H -0.093 2.628 -1.852  -0.660
C 6.658 -1.379 6.426  -0.801
O 5.603 -1.666 5.460  -0.272
C 4.259 -1.230 5.850  -1.107
C 3.188 -1.276 4.685  0.687
C 1.731 -1.141 5.183  -1.306
N 3.229 -2.476 3.893  -0.125
H 6.530 -2.068 7.260  0.309
H 6.576 -0.379 6.851  0.317
H 7.644 -1.510 5.981  0.235
H 3.790 -1.822 6.635  0.228
H 4.340 -0.235 6.287  0.574
H 3.412 -0.408 4.065  -0.121
H 1.346 -2.078 5.587  0.303
H 1.047 -0.845 4.388  -0.051
H 1.550 -0.468 6.021  0.501
H 4.213 -2.599 3.700  0.361
H 3.041 -3.248 4.516  0.556
C 1.891 3.082 3.264  -0.508
O 3.152 2.729 2.722  -0.619
C 3.142 1.857 1.587  2.030
C 4.545 1.699 1.076  0.099
C 5.042 3.047 0.565  -1.646
N 4.580 0.753 -0.023  0.130
H 1.231 2.258 3.534  0.138
H 1.474 3.827 2.586  0.170
H 2.101 3.566 4.217  0.342
H 2.806 0.836 1.765  -0.319
H 2.482 2.350 0.873  -1.120
H 5.082 1.290 1.932  0.413
H 4.496 3.564 -0.224  0.138
H 6.086 2.992 0.257  0.417
H 4.995 3.799 1.353  0.406
H 4.129 -0.108 0.251  -0.248
H 5.566 0.559 -0.118  0.324
C -4.805 -0.139 3.640  -0.777
O -4.248 1.058 3.106  -0.339
C -5.158 1.897 2.318  -0.276
C -6.010 2.891 3.170  0.489
C -6.888 3.750 2.220  -1.202
N -5.144 3.730 3.942  -0.742
H -4.876 -0.834 2.803  0.261
H -5.790 0.017 4.080  0.328
H -4.229 -0.689 4.384  0.281
H -4.654 2.533 1.590  -0.218
H -5.747 1.220 1.699  0.411
H -6.610 2.257 3.823  0.356
H -7.458 3.218 1.457  0.238
H -6.212 4.337 1.598  0.242
H -7.540 4.400 2.804  0.375
H -4.958 4.503 3.319  0.350
H -4.263 3.250 3.823  0.324
C -1.075 -2.023 -2.680  -1.054
O -0.852 -0.581 -2.853  0.387
C -2.091 0.130 -2.684  0.664
C -2.893 0.144 -4.011  0.463
C -2.057 0.689 -5.137  -1.369
N -4.101 0.952 -3.841  -0.480
H -0.130 -2.549 -2.819  0.146
H -1.803 -2.358 -3.419  0.403
H -1.373 -2.209 -1.648  0.168
H -2.670 -0.237 -1.837  0.302
H -1.950 1.160 -2.357  -0.939
H -3.113 -0.885 -4.298  0.592
H -1.742 1.682 -4.813  0.248
H -2.554 0.813 -6.099  0.484
H -1.093 0.216 -5.323  0.069
H -4.758 0.880 -4.605  0.341
H -4.594 0.579 -3.042  -0.432
C 1.832 -1.335 -5.682  -0.443
O 2.082 0.077 -5.680  -0.520
C 2.052 0.583 -4.320  1.261
C 3.023 1.879 -4.060  0.393
C 4.512 1.513 -4.032  -1.654
N 2.776 2.605 -2.808  0.144
H 0.825 -1.489 -5.295  0.083
H 2.451 -1.990 -5.069  0.192
H 1.817 -1.783 -6.676  0.340
H 1.028 0.835 -4.043  -0.308
H 2.277 -0.241 -3.643  -0.563
H 2.773 2.519 -4.906  0.267
H 4.803 0.918 -4.898  0.401
H 4.789 0.879 -3.190  0.188
H 5.106 2.407 -3.843  0.505
H 3.696 2.923 -2.540  0.197
H 2.413 2.124 -1.997  -0.411
C -4.944 7.812 -2.135  -0.800
O -4.938 6.448 -1.798  -0.288
C -4.000 5.764 -2.562  -0.473
C -4.448 4.275 -2.590  0.204
C -4.502 3.600 -1.225  -0.750
N -3.401 3.538 -3.345  -0.308
H -5.531 8.007 -3.032  0.345
H -4.000 8.274 -2.424  0.261
H -5.351 8.428 -1.333  0.259
H -3.934 6.168 -3.572  0.571
H -3.011 5.863 -2.116  -0.411
H -5.401 4.216 -3.115  0.616
H -4.784 2.547 -1.237  -0.168
H -5.264 4.027 -0.573  0.273
H -3.530 3.661 -0.736  0.613
H -2.777 3.275 -2.596  -0.697
H -3.707 2.639 -3.688  0.937
C -1.309 -6.628 0.945  -0.849
O -0.305 -6.269 -0.031  -0.319
C 1.047 -6.729 0.138  -0.116
C 1.979 -5.983 -0.843  1.824
C 1.655 -6.565 -2.243  -1.675
N 3.393 -6.114 -0.521  -0.663
H -1.415 -5.862 1.714  0.255
H -1.048 -7.584 1.400  0.334
H -2.313 -6.852 0.585  0.299
H 1.312 -6.483 1.167  -0.100
H 1.209 -7.786 -0.073  0.323
H 1.760 -4.922 -0.724  -0.622
H 0.616 -6.346 -2.488  0.362
H 1.903 -7.617 -2.384  0.347
H 2.245 -6.155 -3.063  0.448
H 3.562 -5.951 0.462  0.193
H 3.906 -5.387 -0.999  0.181
C 3.533 -4.672 6.712  -0.932
O 3.362 -4.739 5.246  -0.328
C 3.942 -5.890 4.698  -1.318
C 3.536 -6.087 3.162  0.744
C 4.336 -7.235 2.540  -1.664
N 3.965 -4.955 2.319  0.108
H 2.856 -5.360 7.220  0.287
H 3.282 -3.668 7.055  0.297
H 4.601 -4.770 6.907  0.360
H 5.001 -5.959 4.947  0.532
H 3.524 -6.774 5.181  0.428
H 2.460 -6.261 3.121  0.130
H 4.452 -8.087 3.209  0.490
H 5.395 -7.036 2.373  0.371
H 3.837 -7.649 1.664  0.340
H 3.372 -4.214 2.664  -0.968
H 4.873 -4.669 2.655  0.429
C -5.445 -0.465 -0.728  -1.004
O -5.995 0.726 -1.212  0.060
C -7.005 0.471 -2.137  -1.280
C -7.353 1.811 -2.774  2.158
C -8.146 2.702 -1.791  -1.024
N -8.078 1.710 -4.083  -0.862
H -4.676 -0.203 -0.001  -0.078
H -5.007 -0.920 -1.616  0.537
H -6.181 -1.166 -0.335  0.391
H -6.640 -0.177 -2.935  0.439
H -7.849 -0.035 -1.668  0.593
H -6.437 2.332 -3.051  -1.128
H -9.034 2.268 -1.332  0.379
H -8.382 3.729 -2.070  0.428
H -7.472 2.778 -0.938  -0.189
H -8.362 2.622 -4.413  0.297
H -8.963 1.241 -3.956  0.282

Net charge: 0
Kohn-Sham gap: 8.05 eV
LUMO level: 0.22 eV
SMILES string: COC[C@H](C)N.COC[C@H](C)N.COC[C@H](C)N.COC[C@H](C)N.COC[C@H](C)N.COC[C@H](C)N.COC[C@H](C)N.COC[C@H](C)N.COC[C@H](C)N.COC[C@H](C)N.COC[C@H](C)N.COC[C@H](C)N

[2]
ORCA calculation (wB97M-V/def2-TZVPD) on one molecule with the formula C18H22Cl2NO3P.

Last column: Mulliken charge in e.
Element x y z (Å)
C 2.365 3.371 0.303  -1.570
C 2.445 2.033 -0.435  -0.369
N 1.101 1.509 -0.578  -0.142
C 0.991 0.313 -1.387  -0.591
C -0.459 -0.195 -1.326  -0.329
O -1.351 0.893 -1.238  -0.457
C -0.717 -1.102 -0.119  -0.668
P -1.522 -0.093 1.191  0.830
O -0.728 1.032 1.721  -0.860
O -1.663 -1.231 2.343  -0.548
C -3.284 0.291 0.793  -1.172
C -3.866 -0.735 -0.123  0.456
C -4.105 -2.023 0.338  -0.051
C -4.604 -2.995 -0.513  -0.654
C -4.867 -2.686 -1.837  -0.390
C -4.633 -1.404 -2.303  -0.742
C -4.134 -0.433 -1.451  -0.244
C 3.386 1.099 0.305  0.284
C 2.983 0.468 1.477  -0.026
C 3.842 -0.371 2.160  -0.881
C 5.127 -0.587 1.685  0.296
Cl 6.200 -1.630 2.545  -0.202
C 5.541 0.043 0.518  0.003
Cl 7.137 -0.207 -0.088  -0.203
C 4.671 0.875 -0.167  -0.538
H 3.356 3.808 0.400  0.418
H 1.944 3.224 1.295  0.325
H 1.725 4.055 -0.247  0.405
H 2.838 2.200 -1.446  0.620
H 0.695 1.353 0.344  -0.024
H 1.675 -0.497 -1.085  0.350
H 1.241 0.590 -2.418  0.413
H -0.690 -0.743 -2.250  0.418
H -0.811 1.679 -1.048  0.369
H -1.388 -1.922 -0.368  0.434
H 0.197 -1.523 0.305  0.601
H -1.341 -0.864 3.168  0.339
H -3.802 0.306 1.755  0.450
H -3.310 1.283 0.351  0.400
H -3.892 -2.267 1.370  0.359
H -4.780 -3.994 -0.142  0.393
H -5.257 -3.444 -2.502  0.388
H -4.839 -1.160 -3.334  0.386
H -3.938 0.562 -1.819  0.356
H 1.987 0.628 1.866  0.509
H 3.527 -0.861 3.067  0.433
H 5.007 1.351 -1.076  0.427

Net charge: 0
Kohn-Sham gap: 9.66 eV
LUMO level: 0.62 eV
SMILES string: C[C@H](NC[C@H](O)C[P@](=O)(O)Cc1ccccc1)c1ccc(Cl)c(Cl)c1

[3]
ORCA calculation (wB97M-V/def2-TZVPD) on C32H20BrN7O2S3Tb as an isolated structure.

Last column: Mulliken charge in e.
Element x y z (Å)
Tb -1.742 -0.023 -1.310  0.623
S -1.055 -2.433 -2.087  -0.335
C -0.592 -1.698 -3.624  0.729
C 0.556 -2.198 -4.233  -0.936
C 1.019 -1.703 -5.447  0.465
C 2.230 -2.177 -6.002  -0.212
N 3.230 -2.535 -6.435  -0.471
C 0.287 -0.693 -6.098  0.569
C -0.889 -0.226 -5.520  -0.949
C -1.338 -0.688 -4.287  0.570
S -2.852 0.002 -3.685  -0.350
C 0.763 -0.097 -7.287  -0.245
N 1.156 0.448 -8.216  -0.467
H 1.091 -2.991 -3.735  0.590
H -1.478 0.517 -6.035  0.590
N 2.609 1.218 -1.701  0.012
C 2.868 0.066 -0.995  0.536
C 4.037 -0.618 -0.689  -1.131
C 3.901 -1.805 0.001  -0.653
C 2.648 -2.304 0.375  -1.147
C 1.483 -1.624 0.095  -0.816
C 1.604 -0.419 -0.594  0.678
N 0.627 0.440 -1.050  0.279
C 1.265 1.389 -1.727  0.302
C 0.509 2.379 -2.462  -0.269
C 0.957 3.390 -3.274  -0.467
S -0.354 4.178 -4.029  -0.092
C -1.426 3.118 -3.213  -0.387
N -0.861 2.248 -2.430  0.457
H 3.301 1.789 -2.162  0.245
H 5.005 -0.256 -0.997  0.454
H 4.782 -2.373 0.249  0.437
H 2.598 -3.256 0.877  0.591
H 0.506 -2.034 0.330  0.702
H 1.964 3.705 -3.457  0.420
H -2.490 3.174 -3.367  0.414
C -3.943 2.581 -0.473  -1.104
O -2.965 1.686 0.079  -0.167
C -2.597 1.884 1.408  0.470
C -2.896 3.023 2.138  -0.221
C -2.505 3.104 3.472  -0.559
Br -2.924 4.667 4.458  -0.170
C -1.818 2.077 4.081  -1.020
C -1.496 0.931 3.352  1.063
C -1.894 0.833 2.016  0.465
O -1.666 -0.324 1.260  -0.772
C -0.812 -0.133 4.067  0.163
N -1.011 -0.344 5.336  -0.726
C -0.210 -1.392 5.684  0.331
C -0.049 -2.028 6.912  -0.790
C 0.860 -3.058 6.978  -0.523
C 1.615 -3.444 5.866  -0.526
C 1.467 -2.832 4.636  -0.732
C 0.530 -1.816 4.554  0.690
N 0.097 -1.022 3.513  0.036
H -4.838 2.602 0.154  0.477
H -4.200 2.180 -1.460  0.220
H -3.541 3.593 -0.581  0.408
H -3.445 3.845 1.711  0.559
H -1.527 2.126 5.119  0.624
H -1.499 -1.050 1.891  0.367
H -0.621 -1.709 7.766  0.473
H 1.005 -3.583 7.910  0.391
H 2.341 -4.234 5.976  0.417
H 2.065 -3.119 3.785  0.432
H 0.557 -0.958 2.617  -0.012

Net charge: +1
Kohn-Sham gap (spin up / spin down): 6.53 / 7.29 eV
LUMO level (spin up / spin down): -4.27 / -3.43 eV
2S+1: 7

Number 1: F_max 3.04 eV/A, molar mass 1069.66 g/mol. Number 2: F_max 1.02 eV/A, molar mass 402.26 g/mol. Number 3: F_max 1.15 eV/A, molar mass 869.59 g/mol.